# 1
DFT (the ωB97M-V functional and the def2-TZVPD basis) results for a single C4H9NOS2 molecule in a non-equilibrium geometry.

Its orbital gap is 9.31 eV. As for the max |F|: 0.1232 hartree/bohr. As for the SMILES: CNC(=O)CCSS. The HOMO energy comes out at -0.333 hartree. The charge is 0. For the LUMO energy, the calculation gives 0.24 eV. The energy above the lowest of the compared OMol25 structures with the same formula, charge and spin is 39.3 kcal per mole. The molar mass is 151.26 g/mol.

Geometry as XYZ:
```
17
Properties=species:S:1:pos:R:3:mulliken_charge:R:1
H 2.863 -0.853 0.573 0.194
H 1.403 1.755 0.425 0.517
H -1.293 -1.883 -0.854 0.266
C 1.093 1.459 -0.561 -0.834
O -1.504 1.401 1.589 -0.707
S 2.349 0.586 -1.490 -0.004
H 0.141 -1.892 0.317 0.114
S 2.517 -1.350 -0.624 -0.269
N -1.461 -0.612 0.882 -0.187
H -1.382 -2.769 0.721 0.324
C -0.369 1.151 -0.541 -0.046
H -0.522 0.248 -1.293 0.149
H -0.975 2.190 -0.611 0.267
H 1.263 2.515 -1.051 0.262
C -0.953 -1.869 0.230 -0.667
C -1.033 0.678 0.666 0.352
H -2.136 -0.755 1.624 0.271
```


# 2
DFT (the ωB97M-V functional and the def2-TZVPD basis) results for a single C24H31NO2S molecule in a non-equilibrium geometry.

Its orbital gap is 8.52 eV. As for the max |F|: 0.0647 hartree/bohr. As for the SMILES: CCCCCCCc1c(CCOC(=O)CC)ccc2c1Sc1ccccc1N2. The HOMO energy comes out at -0.289 hartree. The charge is 0. For the LUMO energy, the calculation gives 0.65 eV. The molar mass is 397.58 g/mol.

Geometry as XYZ:
```
59
Properties=species:S:1:pos:R:3:mulliken_charge:R:1
H -2.133 -3.882 -1.677 0.386
C 3.182 1.436 0.206 -0.064
O -6.166 0.425 0.462 -0.575
C 3.017 -4.537 1.696 -0.414
C -0.986 1.530 -0.575 -1.308
H 3.003 0.439 -0.294 0.183
H -2.976 0.555 2.540 0.180
C 4.698 1.527 0.657 -0.683
C 0.272 2.027 -1.427 -0.732
H 5.063 0.073 -1.054 0.301
H 5.164 2.537 0.488 0.410
C -0.751 -1.078 -0.063 0.969
C -1.309 0.030 -0.858 -0.106
C 2.774 2.546 -0.853 -0.960
H 3.456 3.443 -0.827 0.425
C -3.971 1.073 2.569 -1.018
S 0.328 -0.643 1.359 -0.095
H -5.041 1.440 -2.538 0.407
H -0.750 1.631 0.515 0.725
C -2.209 -0.378 -1.958 0.785
O -4.441 0.275 -0.950 -0.147
H -1.193 -3.911 1.171 0.271
C 3.570 -3.264 2.199 -0.674
C 1.672 -4.599 1.123 -0.501
H -3.874 1.881 3.349 0.324
H -3.285 0.433 -3.762 0.452
H 2.550 1.433 1.130 0.196
C -4.353 1.768 1.201 0.257
H -2.179 1.674 -2.887 0.009
C -2.507 -1.768 -2.290 -0.877
H -4.759 0.372 2.948 0.318
H 1.113 4.064 -0.807 0.422
H -1.864 2.187 -0.819 0.077
H -3.190 -1.996 -3.142 0.335
H -3.871 2.290 -1.384 0.403
H 4.772 1.332 1.764 0.285
H -3.401 2.130 0.732 -0.189
H 5.457 -0.532 0.656 0.193
H 3.120 -1.113 2.428 0.335
H 3.673 -5.433 1.819 0.311
C -5.044 0.788 0.193 0.322
C 1.361 -2.149 1.483 0.645
C -2.863 0.794 -2.794 -1.011
C -1.904 -2.814 -1.450 -0.509
C 5.496 0.346 -0.050 -0.985
C 2.715 -2.085 2.054 -0.538
C 1.247 2.973 -0.601 -0.565
C 0.802 -3.409 1.002 -0.005
H 1.039 2.768 0.485 0.330
H 0.903 1.146 -1.748 0.366
C -1.016 -2.489 -0.316 -0.032
H -5.043 2.630 1.403 0.376
H 2.810 2.053 -1.868 0.326
C -4.111 1.322 -1.908 -0.488
N -0.522 -3.611 0.456 -0.192
H 4.587 -3.219 2.664 0.361
H -0.034 2.542 -2.378 0.310
H 1.326 -5.608 0.786 0.350
H 6.575 0.607 -0.260 0.319
```